[1]
The molecule C4H7N at a distorted geometry, computed with the ωB97M-V functional and the def2-TZVPD basis.

The value obtained for the total energy is -211.30554 Ha. As for the HOMO energy: -8.6306 eV. The value obtained for the relative energy (zero: lowest compared OMol25 entry of this formula, charge and spin) is 34.6 kcal per mole. Its structure (SMILES) is C=NC(=C)C.

```
12
C4H7N, DFT the ωB97M-V functional and the def2-TZVPD basis
C -1.9852 -0.3921 0.2216
N -1.0963 0.2035 -0.4379
C 0.2591 -0.0207 -0.1135
C 0.8475 -1.1312 -0.5873
C 1.0115 1.2239 0.3052
H -1.7604 -0.9684 1.1302
H -3.0110 -0.4161 -0.1381
H 0.3519 -1.7674 -1.3065
H 1.8203 -1.4379 -0.2245
H 0.4330 1.7284 1.0706
H 2.0415 1.0567 0.6203
H 1.0882 1.9214 -0.5400
```

***

[2]
A structure of composition C20H30N7OTi at a distorted geometry, computed with the ωB97M-V functional and the def2-TZVPD basis.

The value obtained for the total energy is -2087.73217 Ha. As for the multiplicity: 2. As for the HOMO energy (alpha / beta): -13.7982 / -13.9546 eV. The expectation value of S² is 0.761. The value obtained for the relative energy (zero: lowest compared OMol25 entry of this formula, charge and spin) is 20.7 kcal per mole. The total charge is +2.

```
59
C20H30N7OTi, DFT the ωB97M-V functional and the def2-TZVPD basis
Ti 0.1464 0.4029 0.5323
N -0.8358 -0.1490 2.4139
C -0.0280 -1.2760 2.9750
C 1.4495 -1.0000 2.7129
N 1.7524 -0.8904 1.2442
C 3.0419 -0.1693 0.9884
C 2.9738 0.7735 -0.2510
N 1.6241 0.7436 -0.8826
C 1.8033 -2.3088 0.6894
C 2.4537 -2.5715 -0.6634
N 1.7381 -2.0347 -1.8270
H -0.8829 0.5966 3.0900
H -1.7858 -0.4454 2.2640
H -0.3459 -2.1969 2.5077
H -0.1671 -1.3857 4.0437
H 2.0574 -1.7722 3.1794
H 1.7013 -0.0589 3.1966
H 3.8512 -0.8846 0.8727
H 3.2960 0.4163 1.8673
H 3.7383 0.4947 -0.9660
H 3.1832 1.7889 0.0553
H 1.5527 -0.1439 -1.4187
H 1.5449 1.4962 -1.5493
H 0.7933 -2.7007 0.6664
H 2.3736 -2.8995 1.4071
H 2.5475 -3.6567 -0.7050
H 3.4727 -2.1837 -0.6858
H 0.8361 -2.4810 -1.9333
H 2.2606 -2.2400 -2.6704
C -2.4932 3.4530 -0.9796
C -1.4508 2.6666 -0.2686
N -1.2507 1.3982 -0.4421
N -2.0075 0.6770 -1.3536
C -1.6989 -0.5864 -1.2232
O -0.7975 -0.9447 -0.2936
C -2.3015 -1.6120 -2.0693
C -2.1461 -2.9553 -1.7257
C -2.7126 -3.9410 -2.5159
C -3.4299 -3.5854 -3.6513
C -3.5847 -2.2473 -3.9972
C -3.0250 -1.2577 -3.2099
C -0.5546 3.2192 0.7523
C -0.6157 4.5272 1.1939
C 0.2515 4.9558 2.1823
C 1.1712 4.0588 2.7083
C 1.1772 2.7711 2.2287
N 0.3331 2.3329 1.2700
H -2.9399 2.8505 -1.7619
H -2.0701 4.3621 -1.4152
H -3.2810 3.7562 -0.2803
H -1.5979 -3.2205 -0.8279
H -2.6044 -4.9847 -2.2461
H -3.8736 -4.3575 -4.2704
H -4.1438 -1.9781 -4.8841
H -3.1368 -0.2123 -3.4647
H -1.3467 5.1991 0.7569
H 0.2174 5.9787 2.5422
H 1.8762 4.3558 3.4763
H 1.8900 2.0569 2.6160
```

***

[3]
A cluster of 15 separate species, C76H84B2Cl3F20N12O12S4 in total at a distorted geometry, computed with the ωB97M-V functional and the def2-TZVPD basis.

The value obtained for the total energy is -9526.36776 Ha. As for the HOMO energy: -11.7370 eV. The total charge is +3.

```
213
C76H84B2Cl3F20N12O12S4, DFT the ωB97M-V functional and the def2-TZVPD basis
C -5.2883 3.5643 5.0529
N -4.3141 4.4421 5.7838
C -3.2289 4.8677 5.0824
C -2.2165 5.5163 5.7711
C -2.3234 5.7146 7.1687
C -3.5014 5.4517 7.7589
C -4.5080 4.7809 7.0878
C -1.0678 6.1216 7.8913
C -0.1439 7.1251 7.4544
C 0.9956 7.3061 8.1265
N 1.2743 6.5419 9.1872
C 0.4895 5.5996 9.6369
C -0.7588 5.4281 9.0574
C 2.5185 6.6982 9.9462
H -6.2297 4.0360 4.8587
H -5.4684 2.5418 5.4393
H -4.9401 3.3251 4.0558
H -3.1750 4.6884 4.0142
H -1.4051 5.8113 5.1540
H -3.6748 5.8413 8.7471
H -5.4277 4.4683 7.5720
H -0.3101 7.7676 6.6083
H 1.7218 8.0515 7.8027
H 0.7616 5.1472 10.5657
H -1.4317 4.6928 9.4740
H 3.2039 5.9226 9.5136
H 2.3017 6.3184 10.9438
H 2.8839 7.6841 9.9088
C -0.1187 -2.3790 3.9882
N -1.3384 -3.1478 3.8123
C -1.2711 -4.4761 3.5796
C -2.3959 -5.2206 3.3432
C -3.6536 -4.6188 3.5137
C -3.7128 -3.2787 3.8264
C -2.5232 -2.5518 3.8353
C -4.9073 -5.4351 3.2884
C -5.2644 -5.8917 2.0217
C -6.5556 -6.2610 1.8226
N -7.3925 -6.3561 2.8960
C -6.9791 -6.1663 4.1316
C -5.7087 -5.6526 4.3910
C -8.8257 -6.7632 2.7285
H -0.0900 -1.5028 3.3472
H 0.7705 -2.9753 3.8985
H -0.0873 -2.0452 5.0139
H -0.2732 -4.9211 3.4893
H -2.4250 -6.2865 3.1074
H -4.6346 -2.7524 3.9496
H -2.5934 -1.4856 4.0107
H -4.5933 -5.8535 1.1475
H -6.9051 -6.5701 0.8694
H -7.6706 -6.3271 4.9327
H -5.4929 -5.5094 5.4528
H -9.3758 -5.9457 2.2861
H -9.1520 -7.0696 3.7192
H -8.8531 -7.6578 2.1064
C 0.2079 -3.3537 -1.1679
N -0.1396 -4.7002 -1.7605
C 0.7547 -5.3919 -2.4352
C 0.4109 -6.4737 -3.1688
C -0.8908 -6.9161 -3.2079
C -1.8874 -6.1769 -2.5586
C -1.4550 -5.0592 -1.8760
C -1.1903 -8.2209 -3.9076
C -2.1302 -8.2947 -4.8643
C -2.2540 -9.5018 -5.5902
N -1.4627 -10.5453 -5.3568
C -0.5355 -10.5032 -4.4405
C -0.3248 -9.3514 -3.7067
C -1.6397 -11.7678 -6.1904
H 0.4991 -2.7588 -2.0410
H 1.0610 -3.4010 -0.5026
H -0.6659 -3.0212 -0.6107
H 1.7562 -4.9871 -2.4852
H 1.0950 -6.9636 -3.7596
H -2.9314 -6.3917 -2.4842
H -2.1023 -4.3080 -1.4344
H -2.7070 -7.4348 -5.1300
H -2.8958 -9.6124 -6.4761
H -0.0595 -11.4483 -4.2073
H 0.3703 -9.4039 -2.8959
H -2.6659 -12.0129 -6.4117
H -1.3891 -12.6539 -5.5667
H -0.9855 -11.7410 -7.0737
C 0.2420 2.8744 4.9531
N 0.4190 2.2708 3.5839
C 1.6110 1.9849 3.0765
C 1.6556 1.4858 1.7577
C 0.5289 1.2616 1.0088
C -0.6963 1.6173 1.5857
C -0.6931 2.0899 2.8585
C 0.7062 0.7959 -0.3369
C 1.5489 -0.3110 -0.4550
C 1.8537 -0.8082 -1.6992
N 1.2440 -0.3598 -2.7484
C 0.3944 0.7265 -2.7169
C 0.0927 1.3027 -1.4691
C 1.8370 -0.8529 -4.0074
H -0.8497 2.8929 5.0235
H 0.7184 3.8576 4.8933
H 0.8254 2.2783 5.6564
H 2.5353 2.0949 3.6187
H 2.6493 1.3303 1.3588
H -1.6431 1.6740 1.1211
H -1.6428 2.3173 3.3335
H 2.2041 -0.7020 0.3707
H 2.6045 -1.5952 -1.8461
H -0.0345 1.0419 -3.6869
H -0.6425 2.1654 -1.4049
H 1.8840 0.0171 -4.6575
H 1.2274 -1.5556 -4.5016
H 2.7786 -1.3463 -3.6819
C -0.4172 -0.3380 -8.8174
N 0.8581 -0.4888 -8.0941
C 1.3108 -1.7354 -7.9241
C 2.5355 -1.9784 -7.3401
C 3.2644 -0.8924 -6.8592
C 2.6469 0.3595 -6.8918
C 1.4633 0.5231 -7.4502
C 4.6297 -1.0743 -6.2345
C 5.3065 -2.2592 -6.1841
C 6.3963 -2.3074 -5.3081
N 6.8119 -1.3030 -4.5562
C 6.1334 -0.1319 -4.6161
C 5.0410 -0.0308 -5.3904
C 7.8133 -1.3935 -3.5241
H -0.5520 -1.1435 -9.5088
H -0.5339 0.6602 -9.3455
H -1.2119 -0.2946 -8.1082
H 0.7180 -2.4715 -8.4122
H 2.8701 -2.9843 -7.2789
H 3.1434 1.2694 -6.5714
H 0.9161 1.4540 -7.4569
H 5.0728 -3.0938 -6.8384
H 6.9291 -3.2493 -5.1564
H 6.5293 0.6310 -3.9528
H 4.4624 0.8886 -5.3407
H 7.2214 -1.5475 -2.5830
H 8.3657 -0.4885 -3.5017
H 8.4450 -2.2656 -3.7049
C -1.2180 9.7431 -0.5240
N -0.0938 8.7241 -0.4378
C 1.1126 9.2423 -0.4970
C 2.2785 8.4802 -0.4200
C 2.0817 7.0947 -0.3632
C 0.7928 6.5273 -0.3026
C -0.2856 7.3806 -0.2690
C 3.2430 6.2198 -0.6861
C 4.1144 6.7265 -1.6377
C 4.9771 5.8687 -2.2527
N 4.9682 4.5718 -1.9457
C 4.1802 4.0673 -0.9456
C 3.2724 4.8852 -0.2776
C 5.9030 3.7578 -2.7622
H -0.7102 10.6580 -0.8171
H -1.6113 9.7889 0.4920
H -1.9750 9.3904 -1.2060
H 1.1809 10.3573 -0.5239
H 3.3277 8.8372 -0.3292
H 0.5801 5.4556 -0.3444
H -1.2778 7.0650 0.0275
H 4.1008 7.7945 -1.9510
H 5.6103 6.2667 -3.0449
H 4.3147 3.0336 -0.6960
H 2.5784 4.6084 0.5487
H 6.9058 3.7719 -2.2941
H 5.9189 4.1389 -3.7917
H 5.5053 2.7780 -2.8243
B 4.7624 -1.8620 -0.5378
F 3.7572 -2.9072 -0.6472
F 5.0146 -1.2122 -1.7985
F 4.2709 -0.7770 0.3703
F 5.9617 -2.3406 -0.0312
B 3.7188 -4.6436 -4.2262
F 3.0381 -5.8113 -4.2788
F 3.3252 -3.8759 -3.1102
F 5.0475 -4.9318 -4.1091
F 3.3465 -3.8743 -5.3922
C -4.1467 4.2205 -0.2967
F -5.2671 4.5359 0.3765
F -4.0657 2.9377 -0.5024
F -4.0900 4.8711 -1.4531
S -2.8108 4.6957 0.8477
O -1.6289 4.2735 0.1078
O -2.8651 6.1234 1.0087
O -3.1517 3.9249 2.0396
C 3.6665 4.6771 6.4936
F 3.5665 4.4964 5.1521
F 4.8208 4.0852 6.8644
F 3.7236 5.9949 6.6746
S 2.3348 3.8512 7.3680
O 2.5371 4.1079 8.7805
O 1.1888 4.6796 6.9356
O 2.3962 2.5495 6.8744
C -4.1707 -1.7705 -0.3497
F -4.2433 -1.0479 0.7760
F -5.3167 -1.6783 -1.0523
F -3.0295 -1.4600 -1.0166
S -4.0129 -3.4332 0.3657
O -2.6737 -3.3615 0.9484
O -5.0768 -3.2789 1.3258
O -4.2047 -4.5235 -0.5973
C -2.7634 -3.2775 -5.8921
F -3.5242 -4.2618 -5.3233
F -2.2610 -3.7615 -7.0418
F -3.5956 -2.3035 -6.1362
S -1.3244 -2.6419 -4.9823
O -1.7211 -2.2651 -3.6253
O -0.4067 -3.7478 -5.0856
O -0.9306 -1.5038 -5.8179
Cl 3.0721 2.2395 -4.0286
Cl -3.0471 0.9605 4.8964
Cl 0.9185 5.2729 2.3019
```

***

Repeat the second record exactly.
A structure of composition C20H30N7OTi at a distorted geometry, computed with the ωB97M-V functional and the def2-TZVPD basis.

The value obtained for the total energy is -2087.73217 Ha. As for the multiplicity: 2. As for the HOMO energy (alpha / beta): -13.7982 / -13.9546 eV. The expectation value of S² is 0.761. The value obtained for the relative energy (zero: lowest compared OMol25 entry of this formula, charge and spin) is 20.7 kcal per mole. The total charge is +2.

```
59
C20H30N7OTi, DFT the ωB97M-V functional and the def2-TZVPD basis
Ti 0.1464 0.4029 0.5323
N -0.8358 -0.1490 2.4139
C -0.0280 -1.2760 2.9750
C 1.4495 -1.0000 2.7129
N 1.7524 -0.8904 1.2442
C 3.0419 -0.1693 0.9884
C 2.9738 0.7735 -0.2510
N 1.6241 0.7436 -0.8826
C 1.8033 -2.3088 0.6894
C 2.4537 -2.5715 -0.6634
N 1.7381 -2.0347 -1.8270
H -0.8829 0.5966 3.0900
H -1.7858 -0.4454 2.2640
H -0.3459 -2.1969 2.5077
H -0.1671 -1.3857 4.0437
H 2.0574 -1.7722 3.1794
H 1.7013 -0.0589 3.1966
H 3.8512 -0.8846 0.8727
H 3.2960 0.4163 1.8673
H 3.7383 0.4947 -0.9660
H 3.1832 1.7889 0.0553
H 1.5527 -0.1439 -1.4187
H 1.5449 1.4962 -1.5493
H 0.7933 -2.7007 0.6664
H 2.3736 -2.8995 1.4071
H 2.5475 -3.6567 -0.7050
H 3.4727 -2.1837 -0.6858
H 0.8361 -2.4810 -1.9333
H 2.2606 -2.2400 -2.6704
C -2.4932 3.4530 -0.9796
C -1.4508 2.6666 -0.2686
N -1.2507 1.3982 -0.4421
N -2.0075 0.6770 -1.3536
C -1.6989 -0.5864 -1.2232
O -0.7975 -0.9447 -0.2936
C -2.3015 -1.6120 -2.0693
C -2.1461 -2.9553 -1.7257
C -2.7126 -3.9410 -2.5159
C -3.4299 -3.5854 -3.6513
C -3.5847 -2.2473 -3.9972
C -3.0250 -1.2577 -3.2099
C -0.5546 3.2192 0.7523
C -0.6157 4.5272 1.1939
C 0.2515 4.9558 2.1823
C 1.1712 4.0588 2.7083
C 1.1772 2.7711 2.2287
N 0.3331 2.3329 1.2700
H -2.9399 2.8505 -1.7619
H -2.0701 4.3621 -1.4152
H -3.2810 3.7562 -0.2803
H -1.5979 -3.2205 -0.8279
H -2.6044 -4.9847 -2.2461
H -3.8736 -4.3575 -4.2704
H -4.1438 -1.9781 -4.8841
H -3.1368 -0.2123 -3.4647
H -1.3467 5.1991 0.7569
H 0.2174 5.9787 2.5422
H 1.8762 4.3558 3.4763
H 1.8900 2.0569 2.6160
```

***

Question: Which value of total energy does entry 2 give?
Answer: -2087.73217 Ha